(1)
Below is a structure of composition C22H23Cl5IrN2O5S2, with properties calculated with wB97M-V/def2-TZVPD.

```
60
Properties=species:S:1:pos:R:3:forces:R:3
Ir 0.399679 -0.373168 -0.569135 -0.1 -0.7 0.0
C 3.789916 -1.064952 -0.885608 0.0 0.2 0.1
O 2.757707 -0.162408 -1.292717 -0.1 0.0 -0.1
C 2.821020 0.242833 -2.654946 0.0 0.0 0.0
C 1.833671 -0.521326 -3.492964 -0.1 0.0 0.0
O 0.531768 -0.142594 -3.028542 -0.2 -0.1 0.0
C -0.559053 -0.576908 -3.854945 0.2 0.1 -0.1
C -1.139344 -1.901780 -3.440384 0.1 -0.1 0.2
O -1.528926 -1.806864 -2.086244 -0.1 0.0 0.1
C -2.312017 -2.915633 -1.651805 0.2 0.1 0.0
H 4.762970 -0.607779 -1.072535 0.0 0.0 0.0
H 3.725535 -2.016163 -1.407752 -0.1 -0.1 -0.1
H 3.664134 -1.226096 0.182094 0.0 0.0 0.0
H 3.831972 0.125812 -3.047929 0.0 0.0 0.0
H 2.551872 1.299692 -2.678335 0.1 0.1 0.0
H 1.977074 -1.600829 -3.393477 0.0 0.0 0.0
H 1.942727 -0.238222 -4.542030 0.0 0.0 -0.1
H -0.220141 -0.647750 -4.890418 0.0 0.1 0.0
H -1.314125 0.203093 -3.789165 0.0 0.0 0.0
H -0.413979 -2.712064 -3.568015 0.0 -0.1 0.0
H -2.008562 -2.117269 -4.071350 0.0 0.0 -0.1
H -3.250405 -2.957142 -2.211066 0.0 0.0 0.0
H -2.520855 -2.770517 -0.595053 0.0 0.0 0.0
H -1.767977 -3.853312 -1.789092 0.0 0.0 0.0
O -0.888236 3.885998 2.961376 0.2 0.0 0.1
C 0.435109 3.696725 3.125520 -0.1 0.0 -0.1
C 1.041845 4.434531 4.141026 0.0 0.1 0.1
C 2.394522 4.329195 4.370995 0.0 0.0 0.0
C 3.191454 3.482080 3.593993 0.0 0.0 0.0
C 2.602820 2.738809 2.605361 0.0 0.0 0.0
C 1.220932 2.822631 2.347325 -0.1 -0.1 0.0
C 0.690026 1.939505 1.314353 0.3 0.2 -0.1
O 1.424095 1.118849 0.737718 -0.2 -0.1 0.2
N -0.652247 2.076530 0.983447 0.1 0.1 0.1
N -1.053565 1.285745 0.014735 0.0 0.0 -0.2
C -2.367196 1.400179 -0.204272 -0.1 -0.1 0.1
S -3.140824 0.658590 -1.552044 0.1 0.0 0.1
C -4.673907 1.608959 -1.345757 0.0 0.0 0.0
C -4.926114 1.734479 0.139354 0.0 0.1 0.0
S -3.370365 2.270010 0.895341 0.1 0.0 0.0
H -1.180146 3.370279 2.194011 -0.1 -0.1 -0.1
H 0.414599 5.092301 4.729206 0.0 0.0 0.0
H 2.844084 4.912670 5.165106 0.0 0.0 0.0
H 4.255147 3.410120 3.775816 0.0 0.0 0.0
H 3.191541 2.065320 1.998155 0.0 0.0 0.0
H -5.466987 1.067566 -1.859074 0.0 0.0 0.0
H -4.532758 2.581686 -1.814135 0.0 0.0 0.0
H -5.226169 0.787696 0.587364 0.0 0.0 0.0
H -5.675335 2.493821 0.358579 0.0 0.0 0.0
Cl -0.879837 -0.401216 2.748244 0.0 0.0 0.0
C -0.257687 -1.904025 2.140247 0.0 0.0 0.0
C 0.212605 -1.977627 0.829696 0.1 0.3 -0.2
C 0.648491 -3.239308 0.423145 -0.1 0.0 0.0
Cl 1.226285 -3.452985 -1.212480 0.0 0.2 0.0
C 0.633880 -4.363071 1.242859 0.0 0.0 -0.1
Cl 1.170405 -5.887705 0.663245 0.0 0.0 0.0
C 0.165861 -4.240028 2.547803 0.0 0.0 0.0
Cl 0.129763 -5.605848 3.581542 0.0 0.0 0.0
C -0.282921 -3.002678 2.999670 -0.1 0.1 0.0
Cl -0.873831 -2.848435 4.603943 0.0 0.0 0.0
```
Forces are in eV/Å.

LUMO energy (spin up / spin down) = -3.08 / -5.43 eV
multiplicity = 5
calculated total energy = -4539.13269 Eh
max |F| = 0.0138 hartree/bohr
molar mass = 829.1 g mol⁻¹
HOMO-LUMO gap (spin up / spin down) = 0.278 / 0.201 Ha
total charge = +1

=====

(2)
Below is a cluster of 2 separate species, C8H14N4O3 in total, with properties calculated with wB97M-V/def2-TZVPD.

```
29
Properties=species:S:1:pos:R:3:forces:R:3
C 2.174289 0.584951 -1.162234 -1.3 -0.3 0.3
C 0.787273 -0.219037 -0.895907 2.0 0.1 2.0
C 0.242303 0.046857 0.486482 0.7 -1.4 -0.5
C -0.983980 0.842124 0.281587 -1.1 0.1 0.0
C 0.998343 -1.653618 -1.283760 -0.2 -2.4 -1.7
C 0.780752 -0.355537 1.716059 2.0 -1.7 -2.4
C -0.840597 2.241737 0.877287 4.0 -0.3 0.3
C -2.296716 0.304353 0.787568 1.2 -4.7 1.5
N -0.192236 0.311552 -1.746844 -1.8 0.5 -2.0
N -1.157521 0.856793 -1.228237 0.7 0.7 1.0
N 2.038333 1.199652 -2.345449 -2.2 -2.2 -0.1
N -1.131714 -2.448598 0.593448 1.2 2.5 -0.8
O -1.607362 -3.301782 -0.101954 -0.6 -1.1 0.7
O 3.099855 0.605519 -0.401251 0.1 -0.1 0.3
O -0.849081 -2.575348 1.808894 0.2 -0.8 0.1
H -0.054014 -2.046093 -1.374819 1.3 -0.2 0.6
H 1.666672 -2.221613 -0.532981 -1.2 0.8 -1.4
H 1.332755 -1.804604 -2.411404 0.0 0.7 2.4
H 0.539268 0.281891 2.469143 -1.1 1.4 2.5
H 1.877415 -0.647995 1.781766 -1.4 0.2 -0.5
H 0.128425 -1.423598 1.816541 -0.4 0.1 0.4
H -0.259638 2.296686 1.867248 -0.1 -0.6 -1.7
H -1.646531 2.749798 1.208562 -3.6 1.0 0.3
H -0.377921 2.874875 0.123655 0.4 0.2 0.2
H -2.676342 -0.660705 0.283490 0.9 1.6 0.7
H -2.966312 1.034862 0.668360 -2.8 2.7 -0.6
H -2.222167 0.119840 1.889108 0.0 -0.1 -0.8
H 1.071081 0.982292 -2.730776 1.7 1.2 -0.2
H 2.525371 2.024743 -2.443582 1.2 1.9 -0.9
```
Forces are in eV/Å.

LUMO energy (spin up / spin down) = -1.25 / -1.25 eV
calculated total energy = -757.73406 Eh
max |F| = 0.0982 hartree/bohr
molar mass = 214.2 g mol⁻¹
HOMO-LUMO gap (spin up / spin down) = 0.260 / 0.260 Ha
energy above the lowest of the compared OMol25 structures with the same formula, charge and spin = 128.57 kcal/mol

=====

(3)
Below is a structure of composition C41H36N2PSTc, with properties calculated with wB97M-V/def2-TZVPD.

```
82
Properties=species:S:1:pos:R:3:forces:R:3
Tc -0.015622 -1.077998 0.038268 0.0 0.0 -0.7
C 0.275122 -4.518150 0.019769 0.0 0.0 0.0
C -0.161796 -3.313177 -0.762414 -0.1 -0.1 -0.1
C -1.477379 -2.806192 -0.630816 0.0 -0.1 0.1
C -1.940153 -1.747512 -1.455006 0.0 -0.1 0.2
C -1.064467 -1.107339 -2.311343 -0.1 0.1 0.0
C 0.277142 -1.538782 -2.371953 0.1 0.2 0.0
C 0.701785 -2.668927 -1.675621 0.1 -0.3 0.5
H -0.239004 -4.568731 0.978775 0.0 0.0 0.0
H 1.348990 -4.499250 0.200262 0.0 0.0 0.0
H 0.039368 -5.429301 -0.533016 0.0 0.0 0.0
H -2.154418 -3.277151 0.069575 0.0 0.0 0.0
H -2.955576 -1.394147 -1.341044 0.0 0.0 -0.1
H -1.387904 -0.240363 -2.872017 0.0 -0.1 0.0
H 0.986542 -1.004234 -2.990361 0.0 0.0 0.0
H 1.727446 -3.006531 -1.760125 0.0 0.0 -0.1
C -0.384310 -0.007720 6.003496 0.0 0.0 0.0
C 0.526959 -0.467631 5.065889 0.0 0.0 0.0
C 0.201020 -0.442590 3.716591 0.1 0.0 0.0
C -1.032777 0.044356 3.298647 -0.1 0.1 0.1
C -1.944503 0.508222 4.248051 0.0 0.0 0.0
C -1.620647 0.478387 5.593551 0.0 0.0 0.0
P -1.375779 0.159984 1.527846 -0.1 -0.3 0.0
C -3.131998 -0.236917 1.338139 0.0 0.1 0.0
C -3.904243 0.440102 0.398360 -0.1 0.0 0.0
C -5.215919 0.045035 0.166975 0.1 0.0 0.0
C -5.759016 -1.019842 0.870703 0.0 0.0 0.0
C -4.988749 -1.698020 1.807821 0.0 0.0 0.0
C -3.678116 -1.310908 2.039795 0.0 0.0 0.0
C -1.115825 1.883812 1.063716 0.0 0.1 0.0
C -1.883009 2.979283 1.441267 0.0 0.0 0.0
C -1.507468 4.241619 1.013864 0.0 0.0 0.0
C -0.364629 4.404534 0.233550 0.0 0.0 0.0
C 0.413773 3.315919 -0.120714 0.0 0.0 0.0
C 0.035858 2.043684 0.294840 0.1 -0.1 0.2
H -0.133725 -0.026387 7.055853 0.0 0.0 0.0
H 1.491102 -0.845248 5.379360 0.0 0.0 0.0
H 0.920997 -0.797756 2.985667 0.0 0.0 0.0
H -2.914771 0.881465 3.941989 0.0 0.0 0.0
H -2.333685 0.834938 6.325007 0.0 0.0 0.0
H -3.478731 1.253575 -0.178749 0.0 0.0 0.0
H -5.807551 0.573016 -0.570079 0.0 0.0 0.0
H -6.782956 -1.320545 0.691781 0.0 0.0 0.0
H -5.412429 -2.525360 2.361675 0.0 0.0 0.0
H -3.086322 -1.840204 2.778140 0.0 0.0 0.0
H -2.767060 2.851589 2.054761 0.0 0.0 0.0
H -2.098139 5.105564 1.288482 0.0 0.0 0.0
H -0.080952 5.394503 -0.098758 0.0 0.0 0.0
H 1.304283 3.448798 -0.722192 0.0 0.0 0.0
C 0.772223 0.799179 0.002625 0.0 0.7 -0.1
C 1.986244 0.594685 -0.411948 0.0 -0.3 0.5
C 3.166120 0.099035 -0.750426 0.0 0.0 -0.7
C 3.468763 -0.050023 -2.203607 0.0 0.1 0.2
C 2.867532 0.790738 -3.143264 0.0 0.0 -0.1
C 3.088819 0.607444 -4.498823 0.0 0.0 0.0
C 3.919426 -0.415868 -4.939244 0.0 0.0 0.0
C 4.529931 -1.248315 -4.012786 0.0 0.0 0.0
C 4.310378 -1.065853 -2.654568 0.0 -0.1 0.0
C 4.148554 -0.348661 0.266081 0.0 0.1 0.1
C 3.730137 -1.113966 1.350810 0.0 0.0 0.0
C 4.636636 -1.531275 2.314040 -0.1 0.0 0.0
C 5.974640 -1.183898 2.200245 0.0 0.0 0.0
C 6.400642 -0.422838 1.119308 0.0 0.0 0.0
C 5.495425 -0.009572 0.154777 0.0 0.0 0.0
H 2.233919 1.604051 -2.809919 0.0 0.0 0.0
H 2.624706 1.275982 -5.212480 0.0 0.0 0.0
H 4.100017 -0.552831 -5.997090 0.0 0.0 0.0
H 5.183818 -2.042707 -4.348390 0.0 0.0 0.0
H 4.790861 -1.722241 -1.939998 0.0 0.0 0.0
H 2.683521 -1.395129 1.423721 0.0 0.0 0.0
H 4.297812 -2.135330 3.146140 0.0 0.0 0.0
H 6.685336 -1.508734 2.948464 0.0 0.0 0.0
H 7.442851 -0.147504 1.026069 0.0 0.0 0.0
H 5.833443 0.581979 -0.686951 0.0 0.0 0.0
N -4.589084 3.323523 -2.697621 0.0 0.0 0.0
C -3.487798 2.830506 -3.300256 0.0 0.0 0.0
N -3.463300 2.892275 -4.640756 0.0 0.0 0.0
S -2.226677 2.164355 -2.415221 -0.1 0.1 -0.1
H -5.272806 3.865382 -3.199030 0.0 0.0 0.0
H -4.556159 3.417307 -1.698110 0.0 0.0 0.0
H -4.187265 3.334292 -5.180335 0.0 0.0 0.0
H -2.639463 2.562503 -5.109723 0.0 0.0 0.0
```
Forces are in eV/Å.

LUMO energy (spin up / spin down) = -2.32 / -3.28 eV
multiplicity = 4
calculated total energy = -2513.59114 Eh
max |F| = 0.0146 hartree/bohr
molar mass = 717.8 g mol⁻¹
HOMO-LUMO gap (spin up / spin down) = 0.268 / 0.253 Ha
total charge = +1
energy above the lowest of the compared OMol25 structures with the same formula, charge and spin = 3.23 kcal/mol